1.
Here is a cluster of 14 separate species, C13H52IN26O13 in total at a distorted geometry from the Open Molecules 2025 dataset. Energies are from the ωB97M-V functional and the def2-TZVPD basis.

Energy above the lowest of the compared OMol25 structures with the same formula, charge and spin (kcal/mol): 0.0
E_HOMO (eV): -6.910
E_tot (eV): -87797.86709
Gap between HOMO and LUMO (eV): 8.53

```
! RIJCOSX wB97M-V def2-TZVPD def2/J DEFGRID3
* xyz -1 1
I -0.42908 -0.13364 0.18561
C -4.84919 -0.65691 -2.30114
O -5.79748 -0.52426 -3.14380
N -3.83341 0.17191 -2.29761
N -4.78111 -1.72388 -1.51762
H -2.90289 0.00782 -1.94079
H -3.98308 0.95603 -2.91636
H -4.20638 -1.73882 -0.68722
H -5.67095 -2.19687 -1.45002
C -4.08300 -1.86225 2.33890
O -4.26466 -1.79993 1.16538
N -4.91467 -1.44585 3.19091
N -3.04749 -2.40774 2.91665
H -4.61431 -1.42359 4.15496
H -5.63030 -0.84270 2.81120
H -2.44355 -2.78163 2.19862
H -3.00430 -2.64763 3.89679
C -0.88628 4.58612 -0.98197
O -0.47434 5.65401 -1.34137
N -1.79374 4.36279 -0.07028
N -0.29090 3.41400 -1.32645
H -2.40639 5.13374 0.15422
H -2.10924 3.41025 0.04476
H 0.55414 3.39997 -1.87944
H -0.42004 2.55748 -0.80703
C 0.31908 0.55750 -4.51904
O -0.86727 0.65911 -4.62674
N 1.26671 1.01675 -5.33703
N 0.99702 0.29437 -3.48239
H 2.23012 1.18444 -5.08438
H 0.96782 1.56536 -6.13062
H 1.96738 0.56699 -3.41777
H 0.55992 0.01484 -2.61583
C -0.38841 -0.37120 5.55416
O -0.26950 -0.50429 6.75523
N -0.77630 0.69938 4.97184
N -0.28295 -1.36912 4.72828
H -0.37833 0.86624 4.05867
H -1.45063 1.34332 5.36009
H -0.42865 -2.27610 5.14810
H -0.57411 -1.25399 3.76803
C 1.71928 -4.34802 1.66237
O 1.35568 -4.02690 2.81012
N 1.49197 -3.64762 0.60206
N 2.72196 -5.14589 1.40734
H 0.75577 -2.95735 0.56150
H 1.62365 -4.21840 -0.22071
H 3.17485 -5.13374 0.50465
H 3.20817 -5.43371 2.24450
C -3.47642 3.10426 -4.58292
O -4.24069 4.05045 -4.52551
N -2.38080 2.91315 -3.89903
N -3.65616 2.02608 -5.21543
H -1.86864 3.70786 -3.54373
H -1.79478 2.10479 -4.05151
H -4.45317 1.99104 -5.83482
H -2.77545 1.54251 -5.31847
C -3.52746 2.18492 1.87965
O -4.08768 3.20469 2.26644
N -3.72290 1.71344 0.70452
N -2.76285 1.45471 2.55413
H -4.56990 2.09875 0.31179
H -3.19316 0.95290 0.30321
H -2.04621 0.98320 2.02104
H -2.45617 1.95076 3.37874
C 4.59691 -1.56720 -1.69166
O 5.70591 -1.36092 -2.00999
N 4.24426 -1.97356 -0.51512
N 3.55185 -1.32386 -2.43816
H 3.28196 -2.12799 -0.25010
H 4.97017 -2.56669 -0.13917
H 3.59919 -0.96757 -3.38204
H 2.60319 -1.48216 -2.12979
C 1.73550 3.06840 3.07828
O 0.76781 3.72960 3.36285
N 1.66905 2.00204 2.25596
N 3.00054 3.33319 3.43140
H 2.46402 1.38471 2.17212
H 0.77314 1.71158 1.89116
H 3.73649 2.65282 3.30660
H 3.09532 4.05304 4.13349
C 3.45546 2.01984 -1.75678
O 2.86651 2.58803 -2.65793
N 4.79679 1.84501 -1.81792
N 2.95564 1.42063 -0.72690
H 5.03268 1.80181 -2.79904
H 5.28135 1.30566 -1.11479
H 1.96214 1.45901 -0.54918
H 3.58719 0.96775 -0.08181
C 4.89469 0.12004 2.86414
O 4.64478 0.60147 1.81725
N 5.74609 0.58872 3.80455
N 4.20104 -0.80035 3.40695
H 6.41199 1.29524 3.52616
H 5.56511 0.29637 4.75423
H 4.55766 -1.36143 4.16729
H 3.51215 -1.33809 2.90062
C -0.94641 -4.70727 -2.10616
O 0.21809 -5.05414 -1.73727
N -1.47386 -3.53285 -2.01298
N -1.63128 -5.58910 -2.77657
H -0.95773 -2.78259 -1.57616
H -2.38828 -3.36118 -2.40600
H -1.11950 -6.45907 -2.81299
H -2.61524 -5.42273 -2.93225
*
```

2.
Here is a cluster of 13 separate species, C13H52N10O13 in total at a distorted geometry from the Open Molecules 2025 dataset. Energies are from the ωB97M-V functional and the def2-TZVPD basis.

Energy above the lowest of the compared OMol25 structures with the same formula, charge and spin (kcal/mol): 245.5
E_HOMO (eV): -8.439
E_tot (eV): -55834.61373
Gap between HOMO and LUMO (eV): 7.73

```
! RIJCOSX wB97M-V def2-TZVPD def2/J DEFGRID3
* xyz 0 1
C 4.26856 -6.01310 7.68441
O 5.22184 -7.03887 7.47398
N 4.53235 -4.93666 8.35965
N 3.19982 -5.93028 7.01528
H 5.48101 -4.81466 8.89993
H 3.91847 -4.10047 8.32923
H 2.85701 -6.52752 6.25010
H 2.60059 -5.07623 7.24287
C 4.10658 -0.45571 10.78791
O 4.50318 -0.85932 9.53570
N 4.75471 0.43327 11.45672
N 3.05956 -0.93051 11.37544
H 5.24404 1.18984 10.97338
H 4.44282 0.61026 12.44651
H 2.59905 -1.71040 10.95800
H 2.93868 -0.65901 12.38765
C 1.53151 -8.09917 9.20233
O 2.80264 -8.22572 9.74036
N 1.24046 -7.13644 8.39913
N 0.49343 -8.90272 9.41218
H 2.04313 -6.53959 8.08054
H 0.42637 -7.15701 7.78819
H 0.71344 -9.60572 10.13289
H -0.35427 -8.80540 8.95820
C 1.90069 -3.10813 8.64345
O 1.55611 -2.95704 9.97430
N 3.04460 -2.73828 8.13738
N 1.31147 -3.90349 7.88071
H 3.55759 -2.01238 8.57425
H 2.86641 -2.34889 7.18207
H 0.37547 -4.19821 8.29186
H 1.22798 -3.90934 6.92801
C -1.39165 -4.83468 9.41116
O -2.18408 -3.87660 10.16517
N -1.27001 -4.85380 8.14241
N -0.41390 -5.51410 9.91888
H -1.94907 -4.19146 7.65289
H -0.96034 -5.67987 7.65769
H -0.27124 -5.50204 10.90289
H 0.20903 -6.15349 9.44750
C 3.75283 -4.53134 11.54610
O 2.71415 -5.31994 11.04138
H 3.38550 -3.77245 12.21269
H 4.37736 -4.11567 10.80982
H 4.34735 -5.15939 12.13780
H 2.82129 -5.28121 10.07664
C 3.98708 -1.48923 5.51901
O 2.74926 -1.12602 6.00914
H 4.64531 -0.72306 5.82674
H 4.06112 -1.33536 4.44085
H 4.33617 -2.44955 5.84967
H 2.60349 -0.18887 5.84887
C 0.44773 -3.50143 4.55853
O 0.58377 -4.65698 5.26815
H 0.63744 -3.61566 3.43851
H 1.11539 -2.70001 4.94198
H -0.63251 -3.22982 4.73246
H 0.12433 -5.44106 4.91766
C 2.19020 1.49046 8.61055
O 1.49133 0.60064 9.47399
H 2.97900 1.95505 9.18110
H 1.56168 2.18514 8.08385
H 2.64242 0.76333 7.96209
H 2.05591 -0.05731 9.87427
C -0.22126 -1.44005 12.54134
O -0.65408 -1.20370 13.86987
H -0.96494 -1.54651 11.78992
H 0.49999 -2.27486 12.32642
H 0.27190 -0.53368 12.21386
H -1.41474 -1.75765 14.08425
C -0.80960 -1.43429 7.78513
O -1.98471 -0.84180 8.11248
H -0.43474 -1.96863 8.74532
H 0.06768 -0.82888 7.44794
H -0.99354 -2.24778 7.02875
H -2.33394 -0.41794 7.33333
C -0.53174 -4.76822 12.94399
O 0.07065 -6.07261 13.22270
H -0.71902 -4.24368 13.80872
H -1.49989 -4.97073 12.41984
H 0.06427 -4.12440 12.20538
H 0.92422 -5.86900 13.55526
C 7.25994 -1.43250 8.45079
O 7.83085 -0.59605 7.46259
H 6.30278 -1.96578 8.20593
H 7.01265 -0.81724 9.36881
H 8.10688 -2.04002 8.75779
H 7.15550 -0.39968 6.77524
*
```

3.
Here is a cluster of 13 separate species, C13H52N22O13 in total at a distorted geometry from the Open Molecules 2025 dataset. Energies are from the ωB97M-V functional and the def2-TZVPD basis.

Energy above the lowest of the compared OMol25 structures with the same formula, charge and spin (kcal/mol): 81.1
E_HOMO (eV): -8.860
E_tot (eV): -73733.08031
Gap between HOMO and LUMO (eV): 8.64

```
! RIJCOSX wB97M-V def2-TZVPD def2/J DEFGRID3
* xyz 0 1
C 1.41983 -3.78054 -1.47313
O 2.56558 -4.08394 -1.12128
N 1.17006 -2.83165 -2.39614
N 0.32383 -4.31090 -1.14494
H 0.22553 -2.75052 -2.74454
H 1.98094 -2.43446 -2.84869
H 0.40023 -5.18330 -0.64177
H -0.57201 -3.93728 -1.42418
C 2.97919 1.89442 3.28045
O 2.41679 2.61701 4.08451
N 4.23268 1.94899 2.95112
N 2.45845 0.90428 2.60402
H 4.85851 2.52388 3.49696
H 4.66846 1.50909 2.15320
H 3.13038 0.41946 2.02646
H 1.53681 0.52059 2.75715
C -3.30546 -2.42603 1.20280
O -4.33618 -1.95737 0.69480
N -2.86355 -2.17945 2.41578
N -2.67471 -3.47886 0.69767
H -2.04791 -2.65926 2.76879
H -3.42535 -1.51259 2.92547
H -3.04463 -3.76642 -0.19708
H -1.88621 -3.89976 1.16801
C 4.03099 -0.80831 -0.09094
O 4.52104 -0.06571 0.73541
N 4.01502 -2.09405 -0.06940
N 3.55690 -0.38340 -1.23011
H 4.26404 -2.55017 0.79665
H 3.60898 -2.64005 -0.81580
H 3.66632 0.59761 -1.44400
H 2.94838 -0.94940 -1.80408
C -2.42064 -1.92490 -3.02065
O -1.68987 -2.71942 -2.48065
N -3.45651 -1.39686 -2.44881
N -2.24438 -1.54151 -4.23377
H -3.94751 -0.66209 -2.93784
H -3.82222 -1.73702 -1.57095
H -2.91814 -0.91289 -4.64727
H -1.89322 -2.30116 -4.79921
C -0.57860 3.12587 -2.28146
O 0.20151 2.35105 -2.86151
N -0.41373 4.40566 -2.14617
N -1.68480 2.81599 -1.76098
H -1.01592 5.00819 -1.60357
H 0.34454 4.91810 -2.57342
H -2.40885 3.51514 -1.67711
H -1.98199 1.86180 -1.90694
C -0.00112 0.05013 -0.04194
O -0.21664 1.18765 0.37620
N -0.03141 -1.02827 0.71796
N 0.11822 -0.18967 -1.33067
H -0.14445 -0.93795 1.71754
H 0.02108 -1.93708 0.28045
H 0.32679 -1.15513 -1.54159
H 0.00354 0.52031 -2.03980
C -0.77632 4.57450 1.86761
O -0.84949 5.59196 2.49242
N 0.02233 3.58183 2.04189
N -1.57302 4.26974 0.88243
H -0.00138 2.73641 1.48981
H 0.68360 3.63894 2.80318
H -2.41010 4.82512 0.77781
H -1.47732 3.41966 0.34548
C -0.56165 0.22129 4.84393
O -0.31909 -0.28287 3.78934
N -1.75451 0.53454 5.15047
N 0.34898 0.80977 5.64396
H -1.92261 0.64902 6.13978
H -2.44441 0.20433 4.49085
H -0.00368 1.41208 6.37400
H 1.29973 0.77439 5.30496
C 0.78341 -3.99128 2.71946
O -0.28223 -4.40931 2.28978
N 1.92583 -4.49066 2.32171
N 0.85762 -3.01831 3.57146
H 2.74702 -3.96855 2.59215
H 1.83707 -5.15941 1.57004
H 0.07930 -2.39487 3.73158
H 1.66105 -2.72665 4.10954
C 0.19913 0.37606 -6.00038
O 1.04040 -0.30570 -5.43167
N -0.44523 1.36395 -5.47803
N 0.08436 0.35679 -7.27864
H -1.03305 1.96760 -6.03496
H -0.36844 1.58543 -4.49561
H -0.49806 1.03890 -7.74299
H 0.46290 -0.41593 -7.80753
C -3.68635 1.16811 0.63547
O -4.91382 0.52707 1.05093
H -2.96263 1.28796 1.44167
H -3.28409 0.53113 -0.15228
H -3.79675 2.14114 0.15679
H -4.89110 -0.42192 0.90781
C 2.72486 3.15770 -0.31046
O 2.66088 2.73271 -1.61897
H 3.70207 3.47189 0.05620
H 2.01069 3.97851 -0.24449
H 2.39826 2.43247 0.43485
H 1.75677 2.65635 -1.93258
*
```

4.
Here is a cluster of 13 separate species, C13H52O13 in total at a distorted geometry from the Open Molecules 2025 dataset. Energies are from the ωB97M-V functional and the def2-TZVPD basis.

Energy above the lowest of the compared OMol25 structures with the same formula, charge and spin (kcal/mol): 43.7
E_HOMO (eV): -9.501
E_tot (eV): -40936.12806
Gap between HOMO and LUMO (eV): 9.75

```
! RIJCOSX wB97M-V def2-TZVPD def2/J DEFGRID3
* xyz 0 1
C 1.70228 -1.78135 -3.21406
O 0.73703 -1.58949 -2.14632
H 1.86132 -2.85128 -3.34838
H 1.27288 -1.35816 -4.12215
H 2.65759 -1.26333 -3.12963
H 0.79280 -2.43528 -1.69561
C -3.17488 3.50633 0.87916
O -2.73807 2.30382 1.50767
H -3.89688 3.97781 1.54588
H -2.40511 4.22328 0.59363
H -3.73588 3.31000 -0.03454
H -1.97244 2.50000 2.05256
C -2.34186 -1.50114 -3.20525
O -2.81082 -0.93419 -4.37231
H -1.96353 -0.78303 -2.47773
H -3.03231 -2.18497 -2.71156
H -1.43281 -2.04903 -3.45337
H -2.36626 -0.09994 -4.53962
C -0.36486 1.66681 -3.46240
O -1.32788 1.54711 -4.50388
H 0.36328 0.85931 -3.53887
H 0.18483 2.60606 -3.52380
H -0.80993 1.61144 -2.46896
H -0.84865 1.29708 -5.29725
C 0.52251 4.17430 2.27242
O -0.46733 3.27078 2.69473
H 0.70818 4.87984 3.08227
H 1.45015 3.65738 2.02669
H 0.25181 4.75318 1.38941
H -0.02395 2.70874 3.33435
C 1.28909 -3.61261 1.39149
O 1.17688 -3.46514 0.00791
H 2.20847 -4.13841 1.64914
H 1.41443 -2.62110 1.82658
H 0.44481 -4.11880 1.85953
H 1.53879 -4.21123 -0.47578
C 2.95936 0.07958 3.27305
O 2.15682 -0.25986 4.38644
H 2.42922 0.41707 2.38246
H 3.61454 0.90270 3.55818
H 3.64137 -0.71305 2.96530
H 1.50240 -0.89503 4.08661
C 2.65226 3.47800 -1.69866
O 1.47380 3.32574 -0.90871
H 2.71446 2.71841 -2.47793
H 2.73179 4.46295 -2.15871
H 3.55050 3.36395 -1.09182
H 1.43328 2.47671 -0.46248
C 4.43351 -1.46345 0.01416
O 5.57022 -0.81153 -0.57480
H 4.07136 -2.27467 -0.61741
H 4.74510 -1.87089 0.97593
H 3.60909 -0.75443 0.08980
H 5.80389 0.00266 -0.12304
C -0.98901 -1.12025 3.57167
O 0.11297 -1.95640 3.62700
H -0.75322 -0.06719 3.41821
H -1.63106 -1.49716 2.77554
H -1.55327 -1.25507 4.49446
H -0.20581 -2.81120 3.92581
C -0.12154 0.39649 0.49867
O 1.14670 0.41906 -0.01374
H -0.15903 1.14445 1.29066
H -0.87079 0.55477 -0.27699
H -0.22218 -0.62345 0.86973
H 1.16848 -0.19369 -0.75244
C -2.16160 -3.17467 0.04598
O -3.25132 -2.80910 0.90529
H -2.55470 -3.60248 -0.87628
H -1.49137 -2.33463 -0.13628
H -1.56723 -4.00706 0.42274
H -3.46450 -1.89654 0.69702
C -4.47783 -0.02101 -0.62983
O -3.45481 -0.00303 0.32262
H -5.45459 0.13455 -0.17176
H -4.26237 0.71127 -1.40793
H -4.42539 -0.92292 -1.23968
H -3.31324 0.89563 0.62917
*
```